1.
{
  "formula": "C45H52BClF32N2O9S",
  "method": "ωB97M-V/def2-TZVPD",
  "smiles": "CCCCCCCCCCCc1c(CCOCC)c(Cl)c(B(O)OC)c2c1C(=O)N(N=C=S)C2=O.FC(F)C(F)(F)COC(F)(F)C(F)F.FC(F)C(F)(F)COC(F)(F)C(F)F.FC(F)C(F)(F)COC(F)(F)C(F)F.FC(F)C(F)(F)COC(F)(F)C(F)F",
  "gap_ev": 8.431,
  "energy_ev": -179907.48728,
  "elements": ["C", "C", "C", "C", "C", "C", "C", "C", "C", "C", "C", "C", "C", "C", "C", "O", "C", "C", "C", "Cl", "C", "B", "O", "O", "C", "C", "C", "C", "O", "N", "N", "C", "S", "C", "O", "H", "H", "H", "H", "H", "H", "H", "H", "H", "H", "H", "H", "H", "H", "H", "H", "H", "H", "H", "H", "H", "H", "H", "H", "H", "H", "H", "H", "H", "H", "H", "H", "H", "H", "H", "H", "F", "C", "F", "C", "F", "F", "C", "O", "C", "F", "F", "C", "F", "F", "H", "H", "H", "H", "F", "C", "F", "C", "F", "F", "C", "O", "C", "F", "F", "C", "F", "F", "H", "H", "H", "H", "F", "C", "F", "C", "F", "F", "C", "O", "C", "F", "F", "C", "F", "F", "H", "H", "H", "H", "F", "C", "F", "C", "F", "F", "C", "O", "C", "F", "F", "C", "F", "F", "H", "H", "H", "H"],
  "positions_angstrom": [[-5.9730, 2.0633, -7.5482], [-4.5787, 1.3218, -7.7367], [-4.8131, -0.2097, -8.0211], [-4.9264, -0.9505, -6.6384], [-3.5358, -1.0771, -5.8820], [-3.8613, -1.4737, -4.3972], [-2.6200, -1.9009, -3.5358], [-1.2843, -1.1552, -3.8974], [-0.1381, -1.7571, -2.9632], [0.8308, -0.6673, -2.3977], [0.1261, 0.3111, -1.3623], [1.1226, 1.4033, -0.9072], [1.6449, 1.5495, 0.4452], [1.1365, 0.5637, 1.5446], [-0.2016, 1.1955, 2.1591], [-0.1220, 1.5062, 3.5538], [0.1717, 2.8905, 3.7733], [-1.0644, 3.7446, 4.2531], [2.6187, 2.5949, 0.8014], [3.1899, 2.6149, 2.4773], [3.0970, 3.5649, -0.1962], [4.1277, 4.7405, 0.1382], [4.2121, 5.9499, -0.5796], [5.0181, 4.6409, 1.2404], [4.4465, 5.5493, 2.2200], [2.5667, 3.3892, -1.5341], [1.5896, 2.3552, -1.8940], [1.2424, 2.5304, -3.3884], [0.3136, 1.9804, -3.9065], [2.1715, 3.4686, -3.9577], [2.9882, 2.9501, -4.9783], [2.3633, 2.8682, -6.0600], [1.2809, 2.3866, -7.1331], [2.8286, 4.1441, -2.8544], [3.4273, 5.1426, -3.1125], [-5.7921, 3.1604, -7.4924], [-6.3968, 1.6865, -6.5843], [-6.6450, 1.7858, -8.3935], [-3.9495, 1.8010, -8.5251], [-4.0583, 1.4461, -6.7501], [-4.0520, -0.6674, -8.6994], [-5.8196, -0.2895, -8.5201], [-5.5575, -0.2949, -5.9760], [-5.3968, -1.9622, -6.6999], [-2.9712, -0.1133, -5.8980], [-2.9031, -1.8331, -6.4138], [-4.4720, -0.6536, -3.9419], [-4.5431, -2.3700, -4.4544], [-2.4217, -2.9991, -3.5445], [-2.8546, -1.6141, -2.4710], [-1.3979, -0.0658, -3.6592], [-1.0127, -1.2222, -4.9814], [0.4125, -2.4970, -3.5955], [-0.6346, -2.3462, -2.1538], [1.3049, -0.1217, -3.2475], [1.6728, -1.2160, -1.8874], [-0.7499, 0.8167, -1.8488], [-0.2525, -0.3398, -0.5407], [1.9103, 0.3439, 2.3127], [0.8247, -0.4166, 1.1037], [-1.0555, 0.4791, 2.0244], [-0.4638, 2.1028, 1.5604], [0.9838, 2.9650, 4.5477], [0.5904, 3.4058, 2.8693], [-1.8790, 3.1519, 4.7219], [-0.6737, 4.5023, 4.9844], [-1.4112, 4.3446, 3.3687], [3.3017, 6.2636, -0.7139], [4.6464, 5.2162, 3.2621], [4.7785, 6.6067, 2.0445], [3.3213, 5.5748, 2.0966], [1.9687, -3.5679, 6.8543], [1.0634, -3.8098, 7.8234], [0.5836, -5.0603, 7.6031], [-0.0848, -2.7995, 7.8083], [-0.7840, -2.8838, 6.6529], [-0.9518, -3.1533, 8.8011], [0.3005, -1.3282, 8.0576], [0.4329, -0.4964, 6.9057], [1.6622, -0.4784, 6.2474], [2.5843, -1.1447, 6.9681], [2.0608, 0.8148, 6.2263], [1.5555, -0.9899, 4.8105], [1.1156, -2.2668, 4.7716], [2.7704, -0.9762, 4.2030], [1.5738, -3.8111, 8.7900], [-0.5349, -0.8893, 8.6056], [1.1523, -1.2305, 8.7300], [0.8673, -0.3750, 4.2272], [-5.0441, 5.2404, -5.4111], [-4.8186, 6.3486, -6.1422], [-5.0386, 6.0123, -7.4378], [-3.3924, 6.8736, -5.9728], [-2.4915, 5.9740, -6.4278], [-3.2682, 7.9718, -6.7727], [-2.9908, 7.3082, -4.5511], [-2.2383, 6.3687, -3.7847], [-2.9327, 5.4023, -3.0561], [-4.2523, 5.6655, -3.0725], [-2.5354, 5.5416, -1.7707], [-2.6093, 3.9809, -3.5271], [-2.9452, 3.8068, -4.8215], [-3.3124, 3.0734, -2.8077], [-5.5562, 7.1069, -5.8642], [-2.3088, 8.1504, -4.6780], [-3.8321, 7.7159, -3.9876], [-1.5430, 3.7673, -3.4181], [-1.9688, -7.9088, -6.3457], [-0.9069, -8.6882, -6.6311], [-1.3835, -9.9455, -6.8051], [0.1369, -8.6745, -5.5141], [-0.3733, -9.1900, -4.3729], [1.1455, -9.5125, -5.8901], [0.7835, -7.3102, -5.2058], [0.2619, -6.5869, -4.0930], [-0.8453, -5.7653, -4.3055], [-1.1039, -5.6718, -5.6225], [-0.4742, -4.5256, -3.9055], [-2.0641, -6.2110, -3.4943], [-2.4406, -7.4623, -3.8263], [-3.1191, -5.3992, -3.7415], [-0.4728, -8.3591, -7.5796], [1.8134, -7.5277, -4.9185], [0.8705, -6.6823, -6.0942], [-1.8467, -6.1910, -2.4239], [5.0809, -3.6078, 9.8435], [6.3433, -3.6605, 10.3156], [6.7008, -4.9677, 10.3224], [6.4574, -3.0797, 11.7255], [5.7285, -3.8046, 12.6045], [7.7578, -3.2096, 12.1145], [6.0941, -1.5899, 11.8777], [4.7858, -1.2930, 12.3634], [3.7455, -1.2265, 11.4388], [4.2312, -1.2812, 10.1850], [3.1935, -0.0003, 11.5773], [2.6737, -2.2862, 11.6987], [3.1823, -3.5312, 11.6180], [1.6886, -2.1993, 10.7677], [7.0025, -3.1354, 9.6186], [6.7568, -1.1997, 12.6517], [6.3383, -1.0102, 10.9860], [2.2332, -2.1627, 12.6902]],
  "lowdin_charge": [-0.105, -0.254, -0.214, -0.215, -0.219, -0.203, -0.203, -0.193, -0.201, -0.176, -0.118, -0.066, -0.131, -0.118, -0.181, -0.186, -0.292, -0.068, -0.421, 0.810, 0.011, -0.569, 0.147, -0.049, -0.108, 0.011, 0.014, -0.337, 0.103, -0.011, 0.073, -0.643, 0.758, -0.316, 0.158, 0.055, 0.069, 0.069, 0.102, 0.085, 0.105, 0.100, 0.101, 0.111, 0.097, 0.116, 0.112, 0.110, 0.082, 0.115, 0.091, 0.111, 0.097, 0.106, 0.104, 0.122, 0.117, 0.106, 0.075, 0.108, 0.132, 0.128, 0.106, 0.088, 0.079, 0.075, 0.072, 0.113, 0.092, 0.103, 0.088, 0.094, -0.296, 0.093, -0.434, 0.130, 0.105, -0.044, 0.046, -0.512, 0.139, 0.142, -0.273, 0.099, 0.087, 0.160, 0.151, 0.122, 0.143, 0.091, -0.301, 0.090, -0.439, 0.132, 0.106, -0.043, 0.041, -0.518, 0.140, 0.143, -0.278, 0.099, 0.097, 0.174, 0.149, 0.145, 0.158, 0.093, -0.302, 0.095, -0.439, 0.132, 0.105, -0.044, 0.043, -0.512, 0.142, 0.127, -0.276, 0.102, 0.095, 0.174, 0.149, 0.145, 0.178, 0.089, -0.299, 0.097, -0.439, 0.131, 0.107, -0.041, 0.044, -0.523, 0.139, 0.148, -0.265, 0.104, 0.082, 0.175, 0.150, 0.146, 0.179]
}

---

2.
{
  "formula": "C45H52BrIrN2O3P2S3",
  "method": "ωB97M-V/def2-TZVPD",
  "gap_ev": 7.244,
  "energy_ev": -180599.86966,
  "elements": ["Ir", "C", "C", "C", "P", "C", "C", "C", "C", "C", "C", "C", "C", "C", "C", "N", "C", "C", "C", "C", "C", "C", "C", "P", "C", "C", "C", "C", "C", "C", "H", "H", "H", "H", "H", "H", "H", "H", "H", "H", "H", "H", "H", "H", "H", "H", "H", "H", "H", "H", "H", "H", "H", "H", "H", "H", "H", "H", "H", "H", "H", "H", "H", "H", "H", "H", "H", "H", "H", "H", "Br", "C", "C", "N", "C", "C", "C", "C", "O", "O", "H", "H", "H", "O", "C", "C", "C", "C", "C", "S", "C", "C", "C", "C", "S", "C", "C", "C", "C", "S", "H", "H", "H", "H", "H", "H", "H", "H", "H"],
  "positions_angstrom": [[-0.8058, 0.0234, 0.3481], [-1.7467, -3.9350, 0.0329], [-1.3707, -3.2555, 1.3431], [-2.6224, -2.7895, 2.0951], [-0.1190, -1.8959, 1.2928], [0.5839, -2.0708, 3.0072], [1.6477, -1.0339, 3.3295], [1.1805, -3.4592, 3.2799], [1.2371, -2.3053, 0.1742], [1.7773, -3.5693, -0.0350], [2.7976, -3.7649, -0.9555], [3.3627, -5.1349, -1.2138], [3.2207, -2.6650, -1.6969], [2.6780, -1.4045, -1.5107], [1.7115, -1.1918, -0.5302], [1.1906, 0.0825, -0.1872], [2.0638, 0.9215, 0.5010], [3.4537, 0.9471, 0.2709], [4.2933, 1.7709, 0.9916], [3.8237, 2.6319, 1.9813], [4.7499, 3.5166, 2.7721], [2.4611, 2.6185, 2.2162], [1.5904, 1.7817, 1.5170], [-0.1925, 1.7323, 1.7432], [-0.7096, 3.4047, 1.1031], [-0.0888, 3.6719, -0.2647], [-0.3899, 4.5785, 2.0325], [-0.8378, 1.8195, 3.4916], [-1.5067, 0.5315, 3.9695], [0.1285, 2.3256, 4.5638], [-2.2884, -4.8535, 0.2734], [-0.8755, -4.2032, -0.5556], [-2.3827, -3.2941, -0.5770], [-0.8723, -4.0024, 1.9619], [-3.0943, -1.9547, 1.5819], [-2.4085, -2.4934, 3.1245], [-3.3348, -3.6162, 2.1305], [-0.2736, -1.9352, 3.6685], [2.4972, -1.1149, 2.6471], [2.0154, -1.1938, 4.3459], [1.2771, -0.0199, 3.2661], [1.9272, -3.7269, 2.5325], [0.4392, -4.2535, 3.3391], [1.6910, -3.4282, 4.2443], [1.3826, -4.4245, 0.5034], [3.1072, -5.8251, -0.4098], [4.4492, -5.1050, -1.3027], [2.9697, -5.5517, -2.1447], [3.9757, -2.8040, -2.4630], [2.9902, -0.5803, -2.1389], [3.8921, 0.3095, -0.4794], [5.3551, 1.7464, 0.7708], [5.7077, 3.6325, 2.2652], [4.9503, 3.1012, 3.7625], [4.3249, 4.5113, 2.9139], [2.0681, 3.2691, 2.9850], [-1.7955, 3.3380, 0.9978], [0.9967, 3.7555, -0.1829], [-0.4722, 4.6155, -0.6601], [-0.3268, 2.8911, -0.9792], [0.6854, 4.7189, 2.1435], [-0.8408, 4.4947, 3.0200], [-0.7851, 5.4885, 1.5762], [-1.6360, 2.5585, 3.3662], [-0.7649, -0.1580, 4.3698], [-2.0720, 0.0409, 3.1770], [-2.1931, 0.7701, 4.7851], [0.9943, 1.6674, 4.6525], [-0.3844, 2.3286, 5.5284], [0.4880, 3.3351, 4.3795], [-8.2379, 1.1711, 1.1689], [-6.6890, 1.7765, 0.2713], [-6.7847, 2.8287, -0.6307], [-5.7374, 3.3002, -1.2980], [-4.5559, 2.7296, -1.0808], [-4.3740, 1.6761, -0.1942], [-5.4667, 1.1805, 0.5009], [-3.0277, 1.0808, -0.0179], [-2.0227, 1.5284, -0.6160], [-2.8595, 0.0992, 0.7739], [-7.7419, 3.3009, -0.8176], [-3.7072, 3.1102, -1.6377], [-5.3524, 0.3508, 1.1852], [-1.3332, -1.3205, -1.1919], [-1.5818, -1.1677, -2.5702], [-1.5653, 0.2700, -3.0841], [-2.5806, 0.9915, -3.6325], [-2.1805, 2.2937, -4.0463], [-0.8612, 2.5252, -3.8161], [-0.0969, 1.1711, -3.0974], [-0.6215, -1.9537, -3.4624], [-0.3234, -1.6941, -4.7721], [0.4791, -2.6995, -5.3720], [0.7608, -3.7120, -4.5071], [0.0560, -3.4414, -2.9762], [-2.9661, -1.7648, -2.8541], [-3.4325, -2.4032, -3.9625], [-4.8055, -2.7683, -3.8621], [-5.3498, -2.4063, -2.6707], [-4.1971, -1.6446, -1.6596], [-3.5846, 0.6042, -3.7361], [-2.8454, 3.0173, -4.4966], [-0.2975, 3.4204, -4.0260], [-0.6602, -0.8007, -5.2792], [0.8314, -2.6663, -6.3932], [1.3572, -4.5926, -4.6862], [-2.8167, -2.6017, -4.8280], [-5.3511, -3.2850, -4.6388], [-6.3568, -2.5734, -2.3225]],
  "lowdin_charge": [1.133, -0.103, -0.486, -0.093, 1.003, -0.493, -0.098, -0.097, -0.278, -0.079, -0.299, -0.045, -0.041, -0.033, -0.311, -0.141, -0.296, -0.007, -0.035, -0.280, -0.054, -0.060, -0.312, 0.993, -0.495, -0.105, -0.098, -0.496, -0.112, -0.104, 0.089, 0.022, 0.032, 0.081, 0.049, 0.067, 0.085, 0.080, 0.094, 0.090, 0.023, 0.067, 0.069, 0.081, 0.114, 0.076, 0.079, 0.077, 0.120, 0.119, 0.089, 0.113, 0.073, 0.079, 0.076, 0.089, 0.102, 0.085, 0.089, 0.015, 0.070, 0.062, 0.085, 0.100, 0.057, 0.045, 0.088, 0.073, 0.086, 0.056, 0.747, -0.662, -0.178, 0.088, -0.061, -0.115, -0.050, -0.616, -0.136, -0.165, 0.104, 0.120, 0.122, -0.369, -0.554, -0.471, -0.122, -0.181, -0.399, 1.064, -0.468, -0.145, -0.176, -0.397, 1.107, -0.451, -0.107, -0.176, -0.400, 1.088, 0.117, 0.102, 0.067, 0.115, 0.099, 0.061, 0.115, 0.099, 0.061]
}